C2H5F2P as an isolated structure at a distorted geometry. Source: the OMol25 dataset; level of theory: the ωB97M-V functional and the def2-TZVPD basis.

```
! RIJCOSX wB97M-V def2-TZVPD def2/J DEFGRID3
* xyz 0 3
C 1.0444 0.1695 -0.4338
C 0.3080 -0.3995 0.7463
F -2.4817 0.9333 0.6678
F -1.6854 0.2674 -1.3729
P -2.0429 -0.4193 0.0140
H 1.1138 -0.6937 -1.1341
H 0.6569 1.0560 -0.9412
H 1.9952 0.2237 -0.1494
H 0.2839 0.2049 1.6017
H 0.8078 -1.3424 1.0016
*
```

Properties
HOMO (alpha / beta) (eV): -5.714 / -12.170
Expectation value of S²: 2.00
Energy relative to the best compared isomer or geometry (same formula, charge and spin) (kcal per mole): 22.1
Strongest force on any atom (eV Å⁻¹): 4.764
E_tot (a.u.): -620.16673

Löwdin population analysis, charges in e, atoms 1 to 5: C -0.189; C -0.223; F -0.318; F -0.331; P 0.802